The following is a quantum chemistry calculation of a structure of composition C13H10MnNOS4 in a non-equilibrium geometry, from the OMol25 dataset.

Positions of all 30 atoms, in Å:
Mn 0.624 0.253 0.273
O 5.016 -0.593 5.012
C 4.134 -0.414 4.241
S 3.949 1.106 3.305
C 2.517 0.633 2.450
C 2.021 -0.649 2.699
S 0.643 -1.288 1.930
S 2.877 -1.626 3.855
S 1.779 1.719 1.359
C 3.253 -1.803 -3.675
C 1.724 -1.717 -3.554
C 1.295 -1.170 -2.289
N 0.954 -0.735 -1.284
H 3.508 -2.211 -4.650
H 3.669 -2.456 -2.910
H 3.708 -0.818 -3.586
H 1.273 -2.707 -3.657
H 1.313 -1.081 -4.341
C -1.043 0.524 0.244
C -2.391 0.881 0.335
C -2.698 2.209 0.711
C -4.012 2.613 0.770
C -5.031 1.716 0.462
C -4.739 0.403 0.105
C -3.431 -0.022 0.038
H -1.884 2.880 0.951
H -4.249 3.628 1.058
H -6.060 2.047 0.502
H -5.543 -0.285 -0.119
H -3.178 -1.038 -0.235

spin multiplicity: 2
HOMO (spin up / spin down): -0.40838 / -0.43333 hartree
maximum force: 2.88 eV/Å
net charge: +1
orbital gap (spin up / spin down): 0.2461 / 0.2357 hartree
<S²>: 1.239
total energy: -91832.601 eV